# 1
C19H16F3HfN7O7S2 as an isolated structure, computed with ωB97M-V with the def2-TZVPD basis set.

```
! wB97M-V def2-TZVPD RIJCOSX def2/J DEFGRID3
* xyz 0 1
Hf -0.217 0.694 1.109
N -2.483 1.838 4.741
C -2.116 1.819 3.454
S -0.542 2.415 3.030
N -3.029 1.422 2.583
N -2.505 1.345 1.347
C -3.294 1.366 0.343
C -2.678 1.473 -0.972
C -3.448 1.628 -2.117
C -2.821 1.879 -3.323
C -1.440 1.985 -3.345
C -0.743 1.788 -2.164
N -1.332 1.512 -1.001
H -1.782 2.012 5.438
H -3.334 1.368 5.001
H -4.369 1.436 0.472
H -4.526 1.569 -2.043
H -3.400 2.006 -4.228
H -0.900 2.209 -4.253
H 0.335 1.841 -2.156
O -2.290 -2.303 3.186
C -1.688 -1.680 2.347
O -0.951 -0.625 2.531
C -1.739 -2.086 0.892
C -2.318 -3.271 0.491
C -2.307 -3.588 -0.856
C -1.723 -2.700 -1.746
C -1.175 -1.528 -1.261
N -1.182 -1.217 0.038
H -2.749 -3.911 1.247
H -2.739 -4.515 -1.208
H -1.673 -2.910 -2.805
H -0.695 -0.831 -1.928
F 4.393 -0.194 2.917
C 3.828 -1.091 2.111
F 4.057 -0.707 0.842
F 4.421 -2.269 2.296
S 2.025 -1.242 2.436
O 1.941 -1.652 3.797
O 1.531 -2.100 1.391
O 1.592 0.175 2.198
C 4.128 -0.872 -2.630
N 3.356 0.070 -1.831
C 3.849 1.280 -1.481
C 3.165 2.145 -0.703
C 1.904 1.693 -0.223
O 1.140 2.362 0.546
N 1.419 0.481 -0.560
C 2.093 -0.371 -1.393
O 1.666 -1.435 -1.793
H 5.075 -0.409 -2.895
H 3.580 -1.138 -3.531
H 4.306 -1.780 -2.058
H 4.833 1.508 -1.869
H 3.554 3.107 -0.412
*
```

Calculated values
Electronic energy ... -75863.39314 eV
Kohn-Sham gap ... 0.26568 hartree
Energy relative to the best compared isomer or geometry (same formula, charge and spin) ... 0.0 kcal per mole
HOMO energy ... -0.3064 hartree
Molar mass ... 754.0 g/mol
LUMO energy ... -1.109 eV

---

# 2
C34H38BBe2Br3ClCsF9N3O13 as an isolated structure at a distorted geometry, computed with ωB97M-V with the def2-TZVPD basis set.

```
! wB97M-V def2-TZVPD RIJCOSX def2/J DEFGRID3
* xyz 2 1
C 4.403 -3.431 0.066
O 3.675 -4.156 -0.985
B 2.690 -3.424 -1.580
O 1.510 -4.107 -1.931
C 2.868 -1.877 -1.836
C 3.902 -1.411 -2.558
C 4.949 -2.254 -3.228
C 4.659 -2.558 -4.726
O 5.233 -1.908 -5.549
N 3.768 -3.591 -5.167
C 2.358 -3.178 -5.092
C 4.032 -4.880 -4.523
C 4.006 0.078 -2.703
O 4.992 0.581 -3.191
C 2.892 0.984 -2.265
C 3.030 2.429 -2.649
C 3.469 3.297 -1.652
C 3.632 4.661 -1.838
C 3.337 5.191 -3.091
C 2.894 4.338 -4.094
C 2.747 2.964 -3.895
C 1.851 0.522 -1.564
C 0.646 1.305 -1.087
C -0.220 1.911 -2.206
C -0.989 0.905 -3.046
F -1.461 1.565 -4.129
F -0.165 -0.059 -3.553
C -2.141 0.151 -2.342
F -1.722 -0.584 -1.293
F -2.603 -0.749 -3.240
C -3.370 1.035 -1.924
F -4.469 0.602 -2.637
F -3.239 2.331 -2.204
C -3.754 0.905 -0.415
F -2.782 1.356 0.371
F -4.804 1.711 -0.230
F -4.163 -0.314 -0.094
C 1.879 -0.948 -1.196
O 1.144 -1.400 -0.344
H 3.691 -3.036 0.783
H 5.057 -4.169 0.542
H 5.071 -2.615 -0.307
H 1.197 -4.648 -1.189
H 5.150 -3.198 -2.716
H 5.879 -1.679 -3.219
H 1.853 -3.373 -6.045
H 1.798 -3.719 -4.320
H 2.268 -2.105 -4.889
H 3.965 -5.678 -5.267
H 3.349 -5.102 -3.688
H 5.050 -4.921 -4.118
H 3.705 2.847 -0.669
H 4.000 5.302 -1.040
H 3.460 6.257 -3.238
H 2.692 4.782 -5.064
H 2.405 2.323 -4.702
H 0.082 0.709 -0.366
H 1.031 2.152 -0.502
H 0.397 2.484 -2.904
H -0.873 2.655 -1.741
C -6.865 2.192 5.799
C -7.285 1.034 5.266
C -6.956 0.653 3.850
O -7.346 -0.416 3.423
C -6.185 1.596 3.056
C -5.771 2.748 3.587
C -6.073 3.121 5.004
O -5.654 4.177 5.434
O -5.064 3.621 2.867
O -8.012 0.158 5.955
H -7.094 2.475 6.817
H -5.967 1.331 2.032
H -4.884 4.370 3.469
H -8.181 -0.586 5.347
Be 5.017 2.923 0.314
O -1.474 -1.357 1.668
H -0.811 -1.461 0.977
H -2.258 -1.789 1.314
Br -6.520 1.612 -2.708
Br -3.079 1.633 6.585
C -1.759 2.784 7.434
C -2.318 4.152 7.718
Br -2.415 5.229 6.099
H -0.893 2.809 6.780
H -1.496 2.276 8.360
H -1.658 4.702 8.386
H -3.317 4.126 8.141
C -5.188 6.443 0.883
C -5.042 8.007 1.067
O -5.066 8.625 0.003
O -4.926 8.343 2.241
H -5.287 6.184 -0.167
H -4.307 5.950 1.288
H -6.071 6.099 1.416
Cs 0.549 -6.482 -1.068
C 3.815 -9.895 1.940
O 2.974 -9.453 1.166
N 3.873 -9.521 3.250
N 4.756 -10.798 1.553
H 4.551 -9.872 3.899
H 3.192 -8.858 3.569
H 4.740 -11.097 0.596
H 5.451 -11.175 2.169
Cl 4.535 -0.918 0.580
Be 5.866 1.044 0.917
*
```

Calculated values
Electronic energy ... -316073.46287 eV
Kohn-Sham gap ... 0.07040 hartree
HOMO energy ... -0.3949 hartree
Molar mass ... 1304.6 g/mol
LUMO energy ... -8.830 eV

---

# 3
A 10-piece molecular cluster, H20O10 overall at a distorted geometry, computed with ωB97M-V with the def2-TZVPD basis set.

```
! wB97M-V def2-TZVPD RIJCOSX def2/J DEFGRID3
* xyz 0 1
O -0.053 -0.053 -0.938
H -0.138 0.901 -1.044
H -0.956 -0.379 -1.022
O -0.270 0.629 -3.352
H -1.136 0.796 -3.740
H -0.017 1.476 -2.969
O 1.999 -0.373 2.581
H 1.233 -0.340 1.997
H 1.688 0.036 3.397
O -0.712 4.118 0.545
H -0.526 4.805 1.196
H -0.201 3.361 0.852
O -1.984 -2.864 -1.886
H -1.495 -3.692 -1.825
H -1.642 -2.336 -1.156
O 2.744 -0.647 -1.024
H 2.967 0.085 -0.437
H 2.133 -0.259 -1.660
O -4.487 0.377 0.037
H -5.351 0.237 -0.367
H -4.472 1.320 0.237
O -2.320 -0.647 3.041
H -1.507 -0.198 2.785
H -2.127 -1.002 3.916
O 1.884 -3.621 0.837
H 0.995 -3.364 1.107
H 1.778 -3.900 -0.080
O 3.638 1.700 -0.241
H 4.050 1.695 -1.112
H 4.285 2.139 0.322
*
```

Calculated values
Electronic energy ... -20798.42302 eV
Kohn-Sham gap ... 0.36553 hartree
Energy relative to the best compared isomer or geometry (same formula, charge and spin) ... 96.6 kcal per mole
HOMO energy ... -0.3697 hartree
Molar mass ... 180.1 g/mol
LUMO energy ... -0.113 eV

---

# 4
C25H41Br2FN2O9P2 as an isolated structure at a distorted geometry, computed with ωB97M-V with the def2-TZVPD basis set.

```
! wB97M-V def2-TZVPD RIJCOSX def2/J DEFGRID3
* xyz 0 1
C -5.072 -1.628 -3.624
C -4.582 -0.548 -2.836
C -3.870 0.725 -2.023
C -2.630 0.196 -1.026
C -1.435 1.315 -1.234
C 0.013 1.027 -0.432
C 0.640 -0.164 -1.311
C 1.833 -1.110 -0.809
C 1.848 -2.655 -1.455
C 1.062 -3.761 -0.543
C 1.458 -2.680 -3.061
C 0.887 2.439 -0.665
P 0.476 3.372 -2.329
O -0.855 4.278 -2.210
O 1.679 4.646 -2.669
O 0.547 2.402 -3.759
P 2.772 2.235 -0.805
O 3.248 1.709 -2.256
O 3.660 3.773 -0.642
O 3.578 1.243 0.359
O 0.453 3.526 0.277
C 0.780 3.278 1.650
Br -0.572 4.365 2.740
C 2.221 3.921 2.192
O 2.010 4.232 3.614
C 3.097 3.739 4.470
C 3.589 4.766 5.692
O 3.695 2.547 4.406
C 0.723 1.683 1.951
N -0.236 0.880 1.028
F -1.420 1.489 1.435
C -0.260 -0.433 1.712
C -1.027 -1.720 1.144
C -2.534 -1.835 1.866
C -3.588 -2.763 1.022
N -2.972 -3.930 0.284
C -2.888 -3.835 -1.225
C -2.224 -5.213 -1.815
C -1.973 -6.073 -0.430
C -2.447 -5.213 0.890
H -5.712 -2.304 -4.371
H -3.475 1.540 -2.793
H -4.723 1.227 -1.392
H -3.107 0.182 0.041
H -2.366 -0.873 -1.455
H -1.927 2.332 -0.915
H -1.298 1.212 -2.418
H -0.207 -0.901 -1.723
H 1.042 0.335 -2.322
H 2.851 -0.654 -1.240
H 2.011 -1.245 0.330
H 3.000 -2.970 -1.417
H -0.106 -3.726 -0.601
H 1.458 -4.838 -0.837
H 1.428 -3.593 0.580
H 1.856 -1.726 -3.608
H 0.288 -2.774 -3.129
H 1.946 -3.659 -3.538
H 1.581 5.339 -1.946
H -0.074 2.759 -4.482
H 4.527 3.676 -1.149
H 4.543 1.533 0.495
H 3.148 3.253 1.956
H 2.393 4.950 1.633
H 3.364 5.847 5.306
H 2.881 4.600 6.639
H 4.698 4.573 6.013
H 0.190 1.638 3.024
H 1.742 1.145 2.131
H 0.817 -0.809 2.075
H -0.811 -0.243 2.762
H -0.459 -2.688 1.557
H -1.099 -1.879 -0.005
H -2.337 -2.240 2.969
H -2.922 -0.722 2.016
H -4.334 -3.234 1.825
H -4.275 -2.096 0.317
H -3.244 -2.957 -1.912
H -2.001 -5.486 -2.943
H -1.516 -7.171 -0.357
H -2.425 -5.485 2.038
Br 2.972 -2.095 1.278
*
```

Calculated values
Electronic energy ... -209354.30065 eV
Kohn-Sham gap ... 0.19676 hartree
HOMO energy ... -0.2247 hartree
Molar mass ... 754.4 g/mol
LUMO energy ... -0.759 eV

---

# 5
A 2-piece molecular cluster, C4H9NO2 overall, computed with ωB97M-V with the def2-TZVPD basis set.

```
! wB97M-V def2-TZVPD RIJCOSX def2/J DEFGRID3
* xyz 0 1
H 1.376 0.561 -0.253
N 0.573 0.926 -0.773
C -0.474 0.310 -0.420
C -0.528 -0.791 0.606
O 0.768 -1.045 1.070
C 0.803 -1.989 2.111
H -1.423 0.593 -0.889
H -1.197 -0.483 1.429
H -0.977 -1.692 0.152
H 0.248 -1.633 2.991
H 0.380 -2.954 1.794
H 1.852 -2.130 2.382
C -0.410 2.548 -2.569
O -1.599 2.433 -2.377
H 0.140 1.896 -3.271
H 0.194 3.338 -2.087
*
```

Calculated values
Electronic energy ... -9877.11199 eV
Kohn-Sham gap ... 0.38279 hartree
Energy relative to the best compared isomer or geometry (same formula, charge and spin) ... 68.0 kcal per mole
HOMO energy ... -0.3509 hartree
Molar mass ... 103.1 g/mol
LUMO energy ... 0.869 eV

---

# 6
C46H59NO4P2S2SiW as an isolated structure at a distorted geometry, computed with ωB97M-V with the def2-TZVPD basis set.

```
! wB97M-V def2-TZVPD RIJCOSX def2/J DEFGRID3
* xyz 2 1
W -0.107 -0.361 0.365
S -2.503 0.213 -0.024
P -1.661 2.097 -0.287
C -0.033 1.690 0.163
P 1.563 2.011 -0.460
S 2.165 0.028 -0.637
C 2.539 2.789 0.837
C 3.929 2.800 0.731
C 4.678 3.420 1.716
C 4.044 4.033 2.791
C 2.660 4.017 2.893
C 1.901 3.391 1.917
C 1.939 2.855 -2.005
C 1.751 2.182 -3.211
C 2.035 2.826 -4.402
C 2.495 4.137 -4.388
C 2.670 4.809 -3.185
C 2.394 4.173 -1.985
C -1.989 2.666 -1.961
C -1.205 3.693 -2.485
C -1.479 4.181 -3.751
C -2.534 3.651 -4.483
C -3.317 2.633 -3.954
C -3.049 2.132 -2.691
C -2.397 3.220 0.916
C -3.420 2.831 1.773
C -3.854 3.711 2.754
C -3.272 4.964 2.873
C -2.260 5.357 2.005
C -1.815 4.484 1.027
H 4.414 2.325 -0.115
H 5.757 3.435 1.643
H 4.634 4.533 3.547
H 2.175 4.502 3.730
H 0.818 3.371 1.982
H 1.398 1.158 -3.206
H 1.906 2.304 -5.341
H 2.731 4.634 -5.320
H 3.030 5.829 -3.180
H 2.539 4.689 -1.045
H -0.394 4.111 -1.904
H -0.874 4.977 -4.163
H -2.752 4.040 -5.468
H -4.145 2.234 -4.525
H -3.653 1.338 -2.272
H -3.873 1.854 1.674
H -4.646 3.414 3.427
H -3.609 5.643 3.644
H -1.819 6.341 2.089
H -1.021 4.780 0.349
C -2.335 -0.412 3.981
N -1.613 0.718 4.528
C -1.068 0.440 5.848
C -0.678 1.368 3.606
C 0.557 0.543 3.301
C 1.684 0.677 4.095
C 2.766 -0.186 3.959
C 2.709 -1.250 3.069
C 1.596 -1.406 2.269
C 0.508 -0.488 2.330
H -3.048 -0.766 4.726
H -1.684 -1.259 3.715
H -2.888 -0.102 3.091
H -1.885 0.157 6.510
H -0.606 1.342 6.250
H -0.326 -0.371 5.856
H -0.384 2.314 4.067
H -1.225 1.592 2.688
H 1.722 1.472 4.829
H 3.648 -0.043 4.570
H 3.529 -1.951 2.999
H 1.539 -2.279 1.623
C -2.769 -3.412 1.339
C -1.983 -4.600 0.788
C -0.860 -4.987 1.744
C -2.923 -5.771 0.547
O -1.443 -4.272 -0.520
Si -0.146 -3.512 -1.095
O -0.133 -1.949 -0.380
O -0.248 -3.341 -2.691
C -1.094 -2.640 -3.631
C -0.891 -3.342 -4.965
C -2.553 -2.718 -3.198
C -0.627 -1.186 -3.747
O 1.218 -4.186 -0.623
C 2.605 -4.284 -1.043
C 3.435 -3.621 0.049
C 2.824 -3.586 -2.379
C 2.914 -5.770 -1.147
H -3.185 -3.652 2.317
H -3.588 -3.152 0.665
H -2.115 -2.551 1.453
H -1.271 -5.367 2.678
H -0.224 -4.123 1.961
H -0.240 -5.760 1.290
H -3.408 -6.071 1.476
H -2.358 -6.615 0.152
H -3.686 -5.495 -0.180
H -1.210 -4.381 -4.887
H 0.162 -3.325 -5.247
H -1.475 -2.852 -5.744
H -2.830 -3.758 -3.025
H -3.197 -2.306 -3.975
H -2.715 -2.162 -2.273
H 0.403 -1.170 -4.110
H -0.661 -0.697 -2.775
H -1.263 -0.626 -4.433
H 3.174 -2.561 0.125
H 4.496 -3.694 -0.186
H 3.257 -4.109 1.008
H 2.612 -2.516 -2.288
H 2.169 -4.009 -3.138
H 3.858 -3.711 -2.697
H 2.749 -6.260 -0.187
H 3.951 -5.923 -1.445
H 2.262 -6.229 -1.890
*
```

Calculated values
Electronic energy ... -108284.67190 eV
Kohn-Sham gap ... 0.21174 hartree
HOMO energy ... -0.4762 hartree
Molar mass ... 1028.0 g/mol
LUMO energy ... -7.195 eV

---

> The lowest molar mass belongs to which entry?

C4H9NO2

---

> What is the formula in the first record?

C19H16F3HfN7O7S2

---

> Among the records above, which one has the highest HOMO energy?

C25H41Br2FN2O9P2